(1)
Formula: C29H50Cl2MnN4O10P2S2
Source: OMol25
Level of theory: ωB97M-V/def2-TZVPD

Cartesian coordinates (Å):
Mn (-1.09, 0.36, -0.44)
C (0.91, -3.58, -5.58)
C (0.08, -2.84, -4.56)
C (-1.01, -3.68, -3.94)
O (1.02, -2.43, -3.49)
P (0.86, -1.07, -2.73)
O (-0.48, -0.85, -2.12)
C (2.19, -1.14, -1.51)
P (1.74, -1.25, 0.24)
O (0.52, -0.42, 0.48)
O (1.65, -2.73, 0.69)
C (1.06, -3.98, 0.18)
C (-0.37, -3.77, -0.25)
C (1.95, -4.56, -0.90)
O (2.89, -0.62, 1.06)
C (4.30, -0.97, 1.32)
C (4.65, -2.39, 0.93)
C (5.14, 0.07, 0.60)
O (1.15, 0.11, -3.72)
C (2.11, 0.14, -4.84)
C (3.49, -0.32, -4.42)
C (2.10, 1.57, -5.33)
H (0.28, -3.89, -6.42)
H (1.35, -4.48, -5.14)
H (1.71, -2.96, -5.98)
H (-0.33, -1.93, -4.99)
H (-0.58, -4.58, -3.48)
H (-1.71, -4.00, -4.71)
H (-1.55, -3.12, -3.18)
H (2.74, -0.19, -1.59)
H (2.89, -1.94, -1.77)
H (1.09, -4.61, 1.06)
H (-0.43, -3.06, -1.08)
H (-0.97, -3.41, 0.58)
H (-0.77, -4.72, -0.59)
H (1.86, -4.01, -1.84)
H (1.65, -5.59, -1.08)
H (3.00, -4.57, -0.58)
H (4.39, -0.85, 2.39)
H (4.56, -2.55, -0.15)
H (4.04, -3.11, 1.46)
H (5.69, -2.56, 1.19)
H (5.05, -0.04, -0.48)
H (6.18, -0.05, 0.87)
H (4.82, 1.08, 0.88)
H (1.70, -0.53, -5.60)
H (3.92, 0.35, -3.68)
H (4.14, -0.30, -5.29)
H (3.49, -1.34, -4.04)
H (2.46, 2.24, -4.55)
H (1.10, 1.87, -5.62)
H (2.75, 1.66, -6.20)
Cl (-3.49, -0.76, -1.08)
C (-3.97, -1.27, 0.57)
Cl (-2.59, -1.19, 1.67)
H (-4.31, -2.30, 0.50)
H (-4.75, -0.60, 0.92)
C (-2.04, 8.81, -1.09)
C (-1.06, 7.68, -0.86)
S (-1.85, 6.14, -0.43)
O (-0.88, 5.07, -0.54)
O (-3.09, 6.01, -1.15)
C (-2.24, 6.32, 1.31)
C (-3.11, 5.16, 1.78)
N (-2.43, 3.87, 1.69)
C (-2.68, 2.94, 0.74)
N (-1.87, 1.89, 0.89)
C (-1.07, 2.16, 1.97)
C (-1.40, 3.38, 2.45)
N (-0.78, 4.06, 3.56)
O (0.18, 3.52, 4.04)
O (-1.18, 5.18, 3.81)
C (-3.72, 3.05, -0.30)
H (-1.49, 9.74, -1.25)
H (-2.69, 8.96, -0.23)
H (-2.67, 8.62, -1.96)
H (-0.35, 7.89, -0.06)
H (-0.48, 7.43, -1.75)
H (-2.78, 7.25, 1.44)
H (-1.30, 6.37, 1.86)
H (-4.00, 5.09, 1.15)
H (-3.42, 5.33, 2.80)
H (-0.30, 1.49, 2.33)
H (-4.71, 3.15, 0.14)
H (-3.71, 2.15, -0.90)
H (-3.56, 3.92, -0.95)
S (-0.78, 3.73, -3.79)
C (-1.42, 2.44, -2.87)
N (-0.72, 2.04, -1.86)
C (0.45, 2.79, -1.75)
C (1.44, 2.64, -0.78)
C (2.54, 3.47, -0.83)
C (2.67, 4.45, -1.83)
C (1.70, 4.61, -2.79)
C (0.59, 3.77, -2.74)
H (-2.36, 1.98, -3.15)
H (1.35, 1.90, 0.01)
H (3.32, 3.38, -0.08)
H (3.54, 5.09, -1.84)
H (1.80, 5.37, -3.56)

## Properties
HOMO level (alpha / beta) = -13.68 / -13.68 eV
Spin multiplicity = 6
Lowest unoccupied orbital energy (alpha / beta) = -4.771 / -4.785 eV
Expectation value of S² = 8.75
Relative energy (zero: lowest compared OMol25 entry of this formula, charge and spin) = 0.0 kJ/mol
Net charge = +2

(2)
Formula: C2H7N3S2
Source: OMol25
Level of theory: ωB97M-V/def2-TZVPD

Cartesian coordinates (Å):
C (-2.51, -0.93, -0.05)
S (-1.80, 0.74, 0.09)
C (0.01, 0.41, 0.09)
N (0.33, -0.82, 0.27)
S (1.94, -1.23, -0.03)
N (0.80, 1.49, -0.22)
N (2.14, 1.75, 0.19)
H (-1.99, -1.61, -0.75)
H (-2.60, -1.52, 0.86)
H (-3.56, -0.79, -0.34)
H (1.73, -2.55, -0.08)
H (0.33, 2.32, -0.48)
H (2.38, 1.23, 1.02)
H (2.78, 1.50, -0.58)

## Properties
SMILES = CS/C(=N/S)NN
HOMO level = -8.06 eV
Spin multiplicity = 1
Lowest unoccupied orbital energy = 0.820 eV
Relative energy (zero: lowest compared OMol25 entry of this formula, charge and spin) = 107.2 kJ/mol

(3)
Formula: C4H7NO
Source: OMol25
Level of theory: ωB97M-V/def2-TZVPD

Cartesian coordinates (Å):
O (-2.70, -0.72, 1.31)
C (-1.52, -0.58, 1.11)
C (-0.96, 0.44, 0.21)
N (0.38, 0.63, 0.22)
C (1.22, 0.75, -0.82)
C (1.45, -0.36, 0.14)
H (-0.76, -1.25, 1.57)
H (-1.58, 1.30, -0.04)
H (-0.70, -0.16, -1.52)
H (1.77, 1.59, -1.22)
H (0.09, 0.12, -1.78)
H (1.19, -1.35, -0.22)
H (2.15, -0.32, 0.97)

## Properties
HOMO level (alpha / beta) = -8.71 / -8.71 eV
Spin multiplicity = 1
Lowest unoccupied orbital energy (alpha / beta) = -0.189 / -0.189 eV
Relative energy (zero: lowest compared OMol25 entry of this formula, charge and spin) = 582.2 kJ/mol

(4)
Formula: C4H28B5CaO
Source: OMol25
Level of theory: ωB97M-V/def2-TZVPD

Cartesian coordinates (Å):
Ca (-0.97, -0.22, -0.22)
B (-3.09, -0.99, 1.08)
H (-4.25, -1.04, 1.04)
H (-2.68, -1.29, 0.08)
H (-2.79, 0.07, 1.28)
H (-2.63, -1.70, 1.86)
B (-0.06, -2.05, -1.54)
H (0.03, -2.92, -2.28)
H (-0.77, -2.30, -0.72)
H (0.97, -1.86, -1.06)
H (-0.47, -1.12, -1.98)
B (0.04, -3.49, 1.67)
H (0.48, -3.30, 2.73)
H (-0.66, -2.59, 1.42)
H (0.89, -3.65, 0.90)
H (-0.67, -4.42, 1.75)
B (-0.13, 0.10, 2.22)
H (0.44, -0.45, 1.42)
H (-0.50, -0.64, 3.01)
H (0.63, 0.83, 2.72)
H (-0.95, 0.66, 1.71)
B (-2.28, 1.73, -1.00)
H (-1.71, 1.68, -0.04)
H (-1.57, 1.16, -1.63)
H (-3.32, 1.25, -0.87)
H (-2.41, 2.80, -1.43)
C (2.52, 2.81, -0.64)
C (2.49, 2.08, -1.97)
C (2.10, 0.67, -1.51)
O (1.14, 0.90, -0.52)
C (1.68, 1.93, 0.30)
H (2.12, 3.82, -0.76)
H (3.51, 2.94, -0.20)
H (3.47, 1.98, -2.45)
H (1.71, 2.39, -2.66)
H (2.94, 0.02, -1.25)
H (1.63, 0.17, -2.36)
H (2.26, 1.55, 1.15)
H (0.85, 2.46, 0.77)

## Properties
HOMO level = 2.08 eV
Spin multiplicity = 1
Lowest unoccupied orbital energy = 6.849 eV
Relative energy (zero: lowest compared OMol25 entry of this formula, charge and spin) = 22.3 kJ/mol
Net charge = -3

(5)
Formula: CHBrClNO
Source: OMol25
Level of theory: ωB97M-V/def2-TZVPD

Cartesian coordinates (Å):
C (-0.08, -1.00, -0.05)
N (-1.11, -1.55, 0.38)
O (-2.22, 0.06, -0.11)
Cl (1.51, -1.62, -0.06)
Br (-3.84, -0.28, -0.07)
H (-0.20, 0.06, -0.59)

## Properties
HOMO level (alpha / beta) = -9.58 / -9.58 eV
Spin multiplicity = 1
Lowest unoccupied orbital energy (alpha / beta) = -2.137 / -2.133 eV
Relative energy (zero: lowest compared OMol25 entry of this formula, charge and spin) = 487.6 kJ/mol

(6)
Formula: C4H11Ag2ClNO
Source: OMol25
Level of theory: ωB97M-V/def2-TZVPD

Cartesian coordinates (Å):
Ag (-0.58, 2.29, -1.06)
Ag (2.09, 3.91, 2.96)
Cl (1.25, 2.74, 0.76)
C (1.36, -1.91, -0.80)
C (0.19, -0.85, -0.83)
C (-0.27, -0.51, 0.48)
O (-1.25, 0.50, 0.35)
C (-2.22, 0.66, 1.39)
N (0.67, 0.22, -1.71)
H (2.37, -1.54, -0.65)
H (1.32, -2.37, -1.79)
H (1.07, -2.64, -0.04)
H (-0.72, -1.09, -1.37)
H (0.50, -0.12, 1.14)
H (-0.66, -1.50, 0.73)
H (-3.01, 1.33, 1.05)
H (-1.70, 1.05, 2.26)
H (-2.57, -0.37, 1.48)
H (0.50, 0.06, -2.69)
H (1.67, 0.14, -1.65)

## Properties
HOMO level (alpha / beta) = -13.58 / -16.98 eV
Spin multiplicity = 4
Lowest unoccupied orbital energy (alpha / beta) = -8.617 / -13.580 eV
Expectation value of S² = 3.77
Net charge = +2

(7)
Formula: C3H5N3O
Source: OMol25
Level of theory: ωB97M-V/def2-TZVPD

Cartesian coordinates (Å):
C (2.29, 0.18, 0.09)
O (1.31, -0.77, -0.41)
C (0.04, -0.29, -0.21)
N (-0.55, 0.98, -0.22)
C (-1.83, 0.70, -0.10)
N (-1.98, -0.68, -0.15)
N (-0.91, -1.37, 0.06)
H (2.29, 0.77, -0.75)
H (1.74, 0.52, 1.01)
H (3.21, -0.37, 0.39)
H (-2.77, 1.31, 0.10)
H (-2.83, -0.98, 0.19)

## Properties
SMILES = COc1nc[nH]n1
HOMO level = -8.67 eV
Spin multiplicity = 1
Lowest unoccupied orbital energy = 0.935 eV
Relative energy (zero: lowest compared OMol25 entry of this formula, charge and spin) = 326.1 kJ/mol

(8)
Formula: C5H14N2
Source: OMol25
Level of theory: ωB97M-V/def2-TZVPD

Cartesian coordinates (Å):
C (0.05, 0.61, 1.74)
C (-1.27, 0.65, 0.90)
C (-1.23, 0.84, -0.59)
C (-0.09, 0.05, -1.38)
N (-0.19, -1.40, -1.09)
C (1.10, -2.17, -1.11)
N (1.11, 1.38, 1.01)
H (-0.10, 1.20, 2.67)
H (0.39, -0.41, 1.87)
H (-1.75, -0.34, 1.10)
H (-1.98, 1.34, 1.38)
H (-2.15, 0.47, -1.06)
H (-0.90, 1.87, -0.78)
H (-0.28, 0.28, -2.43)
H (0.88, 0.56, -1.28)
H (-0.64, -1.59, -0.21)
H (1.18, -2.52, -2.15)
H (1.92, -1.46, -1.00)
H (0.98, -2.84, -0.28)
H (0.96, 2.36, 1.29)
H (2.03, 1.14, 1.40)

## Properties
HOMO level (alpha / beta) = 1.29 / -4.85 eV
Spin multiplicity = 2
Lowest unoccupied orbital energy (alpha / beta) = 4.157 / 4.017 eV
Expectation value of S² = 0.75
Relative energy (zero: lowest compared OMol25 entry of this formula, charge and spin) = 145.0 kJ/mol
Net charge = -1